A | This record from OMol25 describes a molecular structure, C15H35N5O5. The level of theory is the ωB97M-V functional and the def2-TZVPD basis.

Last column: natural (NBO) charge in e.
Atoms and positions in Å:
C -0.18 -1.96 -1.53  0.544
O 0.31 -1.94 -0.40  -0.616
N 0.23 -2.80 -2.51  -0.389
C -0.30 -2.74 -3.89  -0.443
C 1.32 -3.72 -2.44  -0.420
H -0.95 -1.25 -1.88  0.191
H -0.77 -3.56 -4.43  0.228
H 0.37 -2.24 -4.58  0.216
H -1.14 -2.04 -3.96  0.215
H 2.06 -3.52 -3.22  0.212
H 1.88 -3.60 -1.51  0.235
H 0.93 -4.71 -2.65  0.210
C 2.30 3.16 1.11  0.553
O 3.02 2.33 0.84  -0.584
N 1.42 3.16 2.17  -0.456
C 0.71 4.41 2.49  -0.413
C 1.20 2.20 3.21  -0.454
H 1.97 3.95 0.41  0.102
H 1.01 5.26 1.88  0.214
H 1.07 4.68 3.48  0.193
H -0.38 4.38 2.57  0.203
H 0.18 1.95 3.49  0.219
H 1.58 1.19 3.06  0.230
H 1.63 2.56 4.13  0.188
C -3.79 -2.44 1.68  0.495
O -4.87 -3.05 1.77  -0.673
N -3.50 -1.74 0.59  -0.432
C -2.01 -1.45 0.28  -0.510
C -4.44 -1.45 -0.49  -0.407
H -2.98 -2.41 2.43  0.162
H -1.71 -0.41 0.18  0.148
H -1.85 -1.95 -0.67  0.121
H -1.37 -1.93 1.02  0.323
H -4.71 -2.31 -1.11  0.198
H -5.27 -1.03 0.09  0.215
H -4.12 -0.62 -1.12  0.191
C -0.29 -1.27 1.41  0.413
O -1.29 -1.69 1.99  -0.679
N 0.48 -0.34 2.06  -0.434
C -0.02 0.27 3.31  -0.392
C 1.75 0.24 1.47  -0.415
H -0.10 -1.50 0.35  0.303
H -0.72 1.10 3.26  0.169
H 0.84 0.73 3.79  0.191
H -0.54 -0.43 3.97  0.225
H 2.07 -0.38 0.63  0.224
H 1.58 1.24 1.08  0.201
H 2.63 0.30 2.10  0.213
C 1.89 1.45 -3.59  0.528
O 2.86 0.74 -3.85  -0.627
N 1.37 1.63 -2.38  -0.424
C 0.11 2.26 -2.00  -0.403
C 1.89 0.72 -1.26  -0.465
H 1.32 2.05 -4.32  0.100
H -0.16 2.96 -2.79  0.212
H 0.11 2.73 -1.02  0.206
H -0.70 1.53 -1.90  0.187
H 1.91 1.14 -0.26  0.231
H 1.25 -0.16 -1.26  0.183
H 2.90 0.33 -1.31  0.242

Its charge is 0. The molecular weight comes out at 365.475 g mol⁻¹.

B | This record from OMol25 describes 5 unconnected molecules or ions with the total composition C15H35N5O5. The level of theory is the ωB97M-V functional and the def2-TZVPD basis.

Last column: natural (NBO) charge in e.
Atoms and positions in Å:
C -19.48 -24.12 -22.04  -0.441
N -20.01 -23.09 -21.07  -0.643
C -19.19 -22.40 -20.19  0.679
C -19.89 -21.40 -19.33  -0.732
O -18.06 -22.63 -20.16  -0.575
H -19.99 -25.17 -21.70  0.194
H -18.38 -24.26 -22.24  0.247
H -19.72 -23.89 -23.08  0.201
H -20.95 -22.96 -20.99  0.376
H -20.65 -21.78 -18.56  0.228
H -20.54 -20.74 -19.90  0.225
H -19.18 -20.71 -19.08  0.242
C -24.69 -19.74 -12.84  -0.374
N -23.26 -19.54 -13.01  -0.673
C -22.56 -18.64 -12.17  0.666
C -21.08 -18.28 -12.25  -0.697
O -23.23 -18.07 -11.25  -0.667
H -25.06 -19.67 -11.95  0.222
H -24.83 -20.70 -13.20  0.179
H -25.19 -19.17 -13.54  0.182
H -22.66 -19.93 -13.82  0.408
H -20.86 -17.39 -11.59  0.262
H -20.90 -18.10 -13.33  0.231
H -20.87 -19.16 -11.93  0.210
C -20.69 -21.29 -14.25  -0.419
N -21.80 -20.74 -15.00  -0.646
C -21.76 -19.64 -15.85  0.686
C -22.99 -19.34 -16.57  -0.697
O -20.74 -19.02 -15.98  -0.627
H -21.04 -22.29 -14.24  0.214
H -20.58 -20.83 -13.21  0.212
H -19.82 -21.35 -14.90  0.234
H -22.69 -21.20 -15.12  0.397
H -23.37 -18.44 -16.46  0.244
H -23.84 -19.92 -16.16  0.206
H -22.67 -19.64 -17.61  0.251
C -17.24 -20.40 -16.45  -0.377
N -17.65 -19.59 -15.34  -0.611
C -16.97 -19.16 -14.29  0.676
C -17.80 -18.44 -13.18  -0.721
O -15.75 -19.46 -14.15  -0.669
H -16.68 -19.84 -16.93  0.186
H -18.10 -20.72 -17.08  0.203
H -16.48 -21.32 -16.13  0.209
H -18.53 -19.18 -15.52  0.412
H -17.83 -17.52 -13.55  0.224
H -17.53 -18.17 -12.21  0.242
H -18.75 -18.89 -12.91  0.221
C -10.17 -20.18 -17.87  -0.408
N -10.99 -19.43 -16.81  -0.607
C -12.32 -19.23 -16.86  0.654
C -13.01 -18.67 -15.68  -0.720
O -13.01 -19.49 -17.91  -0.677
H -10.67 -21.14 -17.93  0.222
H -9.12 -20.14 -17.58  0.201
H -10.11 -19.54 -18.68  0.212
H -10.58 -19.33 -15.92  0.380
H -13.55 -19.60 -15.26  0.279
H -13.92 -18.20 -15.96  0.257
H -12.39 -18.14 -15.08  0.206

Its charge is 0. Its SMILES is CNC(C)=O.CNC(C)=O.CNC(C)=O.CNC(C)=O.CNC(C)=O. The molecular weight comes out at 365.475 g mol⁻¹.

Which is the most stable structure? B is the most stable.

A | This record from OMol25 describes 8 unconnected molecules or ions with the total composition BH18O7. The level of theory is the ωB97M-V functional and the def2-TZVPD basis.

Last column: natural (NBO) charge in e.
Atoms and positions in Å:
B 0.49 0.31 -0.69  -0.794
H 1.24 -0.52 -1.30  -0.051
H 0.66 0.17 0.52  -0.039
H 0.85 1.54 -0.99  -0.054
H -0.73 0.14 -0.87  -0.054
O -0.92 0.83 -3.96  -0.972
H -1.00 1.86 -3.83  0.463
H -0.35 0.55 -3.14  0.509
O 3.50 1.45 0.32  -0.942
H 2.62 1.49 0.03  0.486
H 3.87 1.19 -0.60  0.455
O -2.60 -0.82 1.05  -0.969
H -2.38 -0.64 0.23  0.463
H -1.76 -0.78 1.60  0.494
O 2.05 -2.44 0.81  -0.984
H 1.85 -1.76 0.04  0.516
H 1.26 -2.68 1.24  0.459
O -0.68 -0.21 3.18  -0.925
H -0.07 0.34 2.81  0.475
H -1.12 0.49 3.66  0.462
O -1.55 2.95 0.99  -0.960
H -0.87 2.38 0.57  0.497
H -2.22 2.40 1.26  0.464
O -0.83 -2.89 -1.25  -0.922
H -0.56 -2.02 -1.11  0.484
H -0.74 -3.33 -0.56  0.437

Its charge is -1. The molecular weight comes out at 140.949 g mol⁻¹.

B | This record from OMol25 describes 8 unconnected molecules or ions with the total composition BH18O7. The level of theory is the ωB97M-V functional and the def2-TZVPD basis.

Last column: natural (NBO) charge in e.
Atoms and positions in Å:
B 23.39 -22.43 17.00  -0.721
H 22.46 -22.07 16.25  -0.077
H 22.89 -22.55 18.11  -0.065
H 23.89 -23.51 16.66  -0.062
H 24.26 -21.58 17.02  -0.055
O 24.24 -19.26 14.66  -0.944
H 23.29 -19.38 14.64  0.469
H 24.53 -19.86 15.33  0.475
O 22.86 -21.49 13.54  -0.981
H 23.53 -22.18 13.64  0.490
H 22.52 -21.43 14.45  0.467
O 21.86 -21.97 20.73  -0.980
H 22.38 -22.25 19.97  0.497
H 22.09 -21.08 21.01  0.480
O 21.79 -24.40 14.90  -0.969
H 22.41 -24.13 15.57  0.498
H 21.08 -23.78 14.91  0.467
O 25.12 -23.03 14.07  -0.956
H 24.93 -24.00 13.89  0.469
H 24.78 -23.00 14.98  0.503
O 22.89 -19.44 18.56  -0.977
H 22.92 -18.64 18.03  0.469
H 23.14 -20.20 18.06  0.505
O 19.73 -23.36 18.37  -0.956
H 19.63 -22.64 17.70  0.468
H 20.39 -23.03 19.00  0.486

Its charge is -1. The molecular weight comes out at 140.949 g mol⁻¹.

Which is the most stable structure? B is the most stable.

A | This record from OMol25 describes 2 unconnected molecules or ions with the total composition CH6NO3P2. The level of theory is the ωB97M-V functional and the def2-TZVPD basis.

Last column: natural (NBO) charge in e.
Atoms and positions in Å:
C -1.23 0.68 -0.90  -1.050
N 0.58 -1.34 0.12  -1.356
O 1.46 0.85 -0.51  -1.012
O 0.68 -0.55 -2.37  -1.158
O 0.77 0.80 2.09  -1.163
P 0.08 -0.50 2.33  1.067
P 0.44 -0.19 -0.98  2.312
H -0.93 1.74 -1.02  0.223
H -2.04 0.28 -1.74  0.219
H -1.79 0.61 0.03  0.215
H -0.25 -2.04 0.02  0.353
H 1.11 1.09 0.36  0.515
H 1.12 -1.42 2.57  -0.166

Its charge is -1. The molecular weight comes out at 142.011 g mol⁻¹.

B | This record from OMol25 describes 2 unconnected molecules or ions with the total composition CH6NO3P2. The level of theory is the ωB97M-V functional and the def2-TZVPD basis.

Last column: natural (NBO) charge in e.
Atoms and positions in Å:
C -0.79 -0.87 1.15  -1.026
N -0.66 0.02 -1.71  -1.385
O -0.73 1.67 0.33  -1.029
O -2.85 0.31 -0.14  -1.159
O 2.59 0.02 0.52  -0.957
P 2.92 0.50 -0.81  1.101
P -1.35 0.23 -0.24  2.223
H -1.06 -1.90 0.79  0.212
H 0.31 -0.94 1.01  0.217
H -1.05 -0.76 2.13  0.213
H 0.31 0.19 -1.60  0.289
H 0.32 1.71 0.18  0.457
H 2.05 -0.16 -1.61  -0.157

Its charge is -1. The molecular weight comes out at 142.011 g mol⁻¹.

Which is the most stable structure? A is the most stable.

A | This record from OMol25 describes 4 unconnected molecules or ions with the total composition C2H12N2O3. The level of theory is the ωB97M-V functional and the def2-TZVPD basis.

Last column: natural (NBO) charge in e.
Atoms and positions in Å:
N 0.44 1.67 -2.30  -0.829
C 0.35 0.92 -1.14  -0.065
C 0.97 -0.27 -1.00  -0.119
N 0.39 -1.28 -0.16  -0.800
H 0.14 2.63 -2.28  0.376
H 1.06 1.49 -3.07  0.386
H -0.14 1.28 -0.22  0.190
H 1.70 -0.56 -1.72  0.145
H -0.40 -0.81 0.27  0.364
H 0.98 -1.55 0.64  0.349
O 2.09 -3.33 -2.73  -0.926
H 2.43 -2.54 -2.30  0.464
H 1.92 -3.03 -3.63  0.464
O -1.19 -1.10 2.57  -0.935
H -0.67 -1.40 3.32  0.473
H -1.75 -0.43 2.97  0.464
O -2.95 3.02 3.81  -0.939
H -2.07 3.12 3.43  0.471
H -3.30 2.17 3.55  0.467

Its charge is 0. Its SMILES is N/C=C/N.O.O.O. The molecular weight comes out at 112.129 g mol⁻¹.

B | This record from OMol25 describes 4 unconnected molecules or ions with the total composition C2H12N2O3. The level of theory is the ωB97M-V functional and the def2-TZVPD basis.

Last column: natural (NBO) charge in e.
Atoms and positions in Å:
C 0.99 -1.19 0.35  -0.456
N -0.16 -2.02 0.11  -0.454
C -1.22 -1.76 0.72  0.268
N -1.44 -0.65 1.63  -0.851
H 1.42 -0.95 -0.62  0.209
H 1.86 -1.74 0.74  0.213
H 0.79 -0.34 0.98  0.175
H -2.23 -2.04 0.40  0.165
H -0.77 -0.61 2.38  0.356
H -2.32 -0.82 2.08  0.373
O 0.08 -0.68 -3.58  -0.927
H 0.75 -0.18 -3.17  0.462
H -0.15 -1.22 -2.81  0.466
O 0.61 1.88 2.86  -0.935
H 0.03 1.12 2.75  0.463
H 0.61 2.37 2.04  0.474
O 0.44 2.59 -2.32  -0.951
H 0.81 3.25 -2.89  0.476
H -0.11 2.98 -1.64  0.475

Its charge is 0. Its SMILES is C/N=C\N.O.O.O. The molecular weight comes out at 112.129 g mol⁻¹.

Which is the most stable structure? B is the most stable.